[1]
Here is a 2-piece molecular cluster, C11H20NO overall at a distorted geometry from OMol25. Energies are from ωB97M-V/def2-TZVPD.

```
33
Properties=species:S:1:pos:R:3
C -2.5934 -0.2881 1.1400
C -1.7849 0.8227 1.1250
C -2.9100 0.8612 -0.7552
C 0.2708 -0.2935 -1.5395
C 0.4472 -1.5757 0.5572
C 3.2092 0.2751 -1.2439
C 2.8711 0.0205 1.3589
C 1.8965 1.8152 0.1387
C -4.3016 -1.1102 -0.4945
C 1.0174 -0.5142 -0.3974
C 2.2495 0.3035 0.0138
N -3.3899 -0.1159 -0.0364
O -1.9044 1.4287 -0.1081
H -2.8274 -0.9006 2.0103
H -0.8387 1.0065 1.6063
H -3.3089 1.1111 -1.7473
H 0.6472 0.2812 -2.2549
H -0.4650 -0.9542 -1.7827
H -0.4911 -2.0989 0.3100
H 1.2351 -2.2971 0.8819
H 0.1839 -1.0369 1.5029
H 2.6838 0.4663 -2.1447
H 3.7359 -0.7394 -1.2541
H 3.8835 1.0986 -1.0123
H 2.0306 0.2764 2.0241
H 3.6397 0.8439 1.6942
H 3.2967 -0.8948 1.3390
H 1.2851 2.1761 -0.6090
H 2.7257 2.4324 0.3705
H 1.0442 1.8609 1.0392
H -3.8459 -1.6659 -1.3297
H -4.4182 -1.8535 0.3438
H -5.2735 -0.7413 -0.7459
```

Values from the calculation:
Charge: +1
Molar mass (g mol⁻¹): 182.29
Calculated total energy (eV): -15258.8816
F_max (eV/Å): 5.936
E_LUMO (eV): -3.9
HOMO-LUMO gap (eV): 8.1
2S+1: 1
ΔE to the lowest compared entry with this formula, charge and spin (kcal/mol): 12.1


[2]
Here is a 3-piece molecular cluster, C7H17NO overall at a distorted geometry from OMol25. Energies are from ωB97M-V/def2-TZVPD.

```
26
Properties=species:S:1:pos:R:3
C -0.4965 0.4356 0.3314
C 0.8809 -0.4637 2.0435
C 0.2310 -0.4657 -0.4025
C -0.9763 0.4435 -2.2341
C 0.5591 -1.8824 2.4140
C 1.6222 -0.2523 -0.9081
C -0.5135 1.8269 -2.6053
N -1.7470 0.1920 0.8667
O 0.4290 0.4766 2.9751
H -0.5404 0.4514 2.9627
H -0.1890 1.4737 0.3698
H 1.9376 -0.2826 1.8636
H -0.1537 -1.4785 -0.4630
H -2.1765 -0.6831 0.5986
H -2.3920 0.9669 0.8162
H -2.0420 0.3593 -2.0235
H -0.6603 -0.3409 -2.9207
H -0.5240 -2.0602 2.4180
H 1.0242 -2.5870 1.7202
H 0.9170 -2.1373 3.4230
H 2.3181 -0.9476 -0.4320
H 1.6710 -0.4463 -1.9821
H 1.9639 0.7664 -0.7210
H -0.8967 2.1781 -3.5767
H -0.8250 2.5735 -1.8660
H 0.5790 1.8835 -2.6679
```

Values from the calculation:
Molar mass (g mol⁻¹): 131.22
Calculated total energy (eV): -11067.1901
F_max (eV/Å): 1.799
E_LUMO (spin up / spin down) (eV): 0.9 / 0.9
HOMO-LUMO gap (spin up / spin down) (eV): 6.9 / 7.1
2S+1: 1
ΔE to the lowest compared entry with this formula, charge and spin (kcal/mol): 137.2


[3]
Here is an isolated ion of composition C5H7F2N2O and charge +1 at a distorted geometry from OMol25. Energies are from ωB97M-V/def2-TZVPD.

```
17
Properties=species:S:1:pos:R:3
C 0.8145 1.2044 0.2406
C -0.2624 1.9553 -0.0271
C 0.6827 -0.2437 0.3605
C -0.5333 -0.7111 -0.4094
C -1.7129 0.1890 0.0412
N -1.5373 1.4760 0.1019
N 1.8238 -1.1250 -0.2570
O -2.9038 -0.4687 0.0899
F 0.6696 -0.7493 1.6726
F -0.8091 -2.0209 -0.4578
H 1.7757 1.7314 0.4668
H -0.1846 3.0468 0.0086
H -0.3295 -0.4020 -1.4046
H 1.5734 -1.4543 -1.1034
H 1.8301 -1.9606 0.3629
H 2.7489 -0.5140 -0.1936
H -3.6457 0.0467 0.5077
```

Values from the calculation:
Charge: +1
Molar mass (g mol⁻¹): 149.12
Calculated total energy (eV): -15749.3670
F_max (eV/Å): 7.600
E_LUMO (spin up / spin down) (eV): -3.8 / -7.2
HOMO-LUMO gap (spin up / spin down) (eV): 6.8 / 7.5
2S+1: 3
<S²>: 2.007
ΔE to the lowest compared entry with this formula, charge and spin (kcal/mol): 0.3


[4]
Here is C4H22BO19 as an isolated structure at a distorted geometry from OMol25. Energies are from ωB97M-V/def2-TZVPD.

```
46
Properties=species:S:1:pos:R:3
O 1.6408 1.4225 -2.8165
C 1.1798 1.5315 -1.7025
O -0.0212 1.2855 -1.5945
B -0.1592 0.6895 -0.1835
O 1.1368 0.8825 0.3555
C 1.8398 1.3805 -0.4145
O 3.0858 1.3395 -0.3005
O -0.5722 -0.7175 -0.1195
C -1.6262 -0.8365 0.4805
O -2.2172 -1.8655 0.6645
C -1.8992 0.4035 1.1175
O -1.2302 1.3545 0.5825
O -2.9392 0.5915 1.6835
O 3.4528 -1.2815 0.8775
H 3.7538 -0.5725 0.2965
H 4.1538 -1.7425 1.0475
O -1.9232 -4.1285 -1.1015
H -1.1082 -3.7425 -1.2315
H -2.2482 -3.4785 -0.6195
O 5.6348 2.0105 -0.0925
H 5.9368 1.8215 -0.9405
H 4.7368 2.1225 -0.1905
O -2.5212 0.7735 -2.4455
H -2.5672 -0.0615 -2.9365
H -1.6122 1.2535 -2.1825
O -3.8862 -2.5615 2.7685
H -3.3792 -2.3105 1.9165
H -4.6872 -2.7635 2.4185
O -0.2862 2.1205 -5.1935
H 0.1218 2.1475 -4.2745
H 0.0488 1.3955 -5.6725
O 2.2988 0.7745 2.8605
H 1.9838 1.7285 2.9745
H 2.6398 0.5795 1.7985
O 2.6598 -0.5755 -4.2115
H 3.3308 -0.0045 -4.7935
H 2.5528 0.0715 -3.5465
O -4.1182 -0.6535 4.3845
H -3.4172 -0.6255 4.7275
H -4.0852 -1.0645 3.5925
O 1.1808 -2.7765 1.4035
H 0.5948 -2.5675 0.7415
H 1.9578 -2.2475 1.3345
O -3.1122 3.0025 3.2105
H -2.9962 2.2295 2.7975
H -3.3072 3.6645 2.5295
```

Values from the calculation:
Charge: -1
Molar mass (g mol⁻¹): 385.01
Calculated total energy (eV): -44085.8360
F_max (eV/Å): 17.869
E_LUMO (eV): 1.3
HOMO-LUMO gap (eV): 9.3
2S+1: 1
ΔE to the lowest compared entry with this formula, charge and spin (kcal/mol): 186.3


[5]
Here is a 2-piece molecular cluster, C6H15NO overall at a distorted geometry from OMol25. Energies are from ωB97M-V/def2-TZVPD.

```
23
Properties=species:S:1:pos:R:3
C 1.4276 0.6184 -1.5474
C 1.0724 -0.7722 -1.9078
N 1.4722 -1.8561 -1.3888
O 2.4232 -1.7324 -0.3658
H 1.7934 1.1386 -2.4298
H 2.2103 0.6430 -0.7905
H 0.5427 1.1476 -1.0685
H 0.3107 -0.9186 -2.6638
H 2.6244 -2.6457 -0.1285
C -2.4400 0.3488 -0.4492
C -1.4060 -0.2446 0.4913
C -0.6185 0.8702 1.3026
C 0.5038 0.2734 2.1426
H -2.8740 -0.4253 -1.0760
H -1.9831 1.0802 -1.1167
H -3.2302 0.8416 0.1162
H -1.8824 -0.9234 1.2022
H -0.6761 -0.8334 -0.0625
H -0.2676 1.7191 0.7124
H -1.3569 1.3227 1.9694
H 1.2655 -0.1621 1.4985
H 0.9628 1.0294 2.7721
H 0.1257 -0.5193 2.7880
```

Values from the calculation:
Structure (SMILES): C/C=N\O.CCCC
Molar mass (g mol⁻¹): 117.19
Calculated total energy (eV): -10001.1013
F_max (eV/Å): 1.661
E_LUMO (eV): 1.0
HOMO-LUMO gap (eV): 10.8
2S+1: 1
ΔE to the lowest compared entry with this formula, charge and spin (kcal/mol): 61.2


[6]
Here is C27H36NSbTcTe as an isolated structure at a distorted geometry from OMol25. Energies are from ωB97M-V/def2-TZVPD.

```
67
Properties=species:S:1:pos:R:3
Tc 0.7369 -0.2377 -0.4083
N 1.2639 -2.3020 -0.0107
C 2.6422 -2.4504 0.4521
C 3.4731 -3.3381 -0.2038
C 4.7843 -3.5052 0.2251
C 5.2425 -2.7935 1.3176
C 4.3961 -1.9127 1.9768
C 3.0865 -1.7201 1.5559
C 2.1875 -0.7685 2.2485
C 2.2266 -0.5895 3.6253
C 1.3519 0.2940 4.2540
C 0.4210 1.0174 3.5223
C 0.3886 0.8707 2.1396
C 1.2663 -0.0156 1.5124
H 0.6256 -2.7051 0.6751
H 1.1504 -2.8755 -0.8417
H 3.1009 -3.9131 -1.0456
H 5.4361 -4.1961 -0.2922
H 6.2608 -2.9215 1.6585
H 4.7699 -1.3465 2.8207
H 2.9203 -1.1678 4.2228
H 1.3959 0.4116 5.3288
H -0.2522 1.7054 4.0166
H -0.2962 1.4853 1.5551
C -1.6735 -3.2956 -2.8276
C -2.1889 -1.8634 -2.8516
Sb -1.8421 -0.8258 -1.0002
C -3.1261 0.8865 -1.0240
C -4.5207 0.6589 -0.4451
C -2.5470 -2.2450 0.4444
C -3.9579 -2.7855 0.2286
H -1.8779 -3.7782 -3.7832
H -2.1551 -3.8908 -2.0503
H -0.5921 -3.3339 -2.6721
H -3.2670 -1.8226 -3.0161
H -1.7110 -1.2838 -3.6366
H -3.1736 1.1748 -2.0766
H -2.5885 1.6733 -0.4918
H -5.0733 -0.1029 -0.9957
H -5.0932 1.5851 -0.5040
H -4.4846 0.3630 0.6039
H -2.4339 -1.7701 1.4203
H -1.8113 -3.0519 0.3824
H -4.7168 -2.0290 0.4287
H -4.1405 -3.6214 0.9048
H -4.1041 -3.1529 -0.7881
C -1.3171 5.1363 0.3716
C -0.4745 4.0466 -0.1985
C 0.6645 3.6087 0.4838
C 1.5030 2.6436 -0.0230
C 2.7583 2.3484 0.7328
C 1.1313 2.0012 -1.2675
Te 2.3594 0.4990 -2.1145
C -0.0002 2.5134 -2.0162
C -0.2765 2.0849 -3.4224
C -0.7744 3.4975 -1.4535
H -1.1622 5.2519 1.4414
H -2.3762 4.9651 0.1771
H -1.0530 6.0829 -0.1111
H 0.9086 4.0803 1.4292
H 3.2812 3.2889 0.9174
H 3.4326 1.6869 0.2035
H 2.5297 1.8979 1.7013
H -0.4342 1.0178 -3.5303
H 0.5716 2.3366 -4.0612
H -1.1488 2.6110 -3.8099
H -1.6227 3.8867 -2.0050
```

Values from the calculation:
Charge: +2
Molar mass (g mol⁻¹): 721.95
Calculated total energy (eV): -46086.7037
F_max (eV/Å): 1.249
E_LUMO (spin up / spin down) (eV): -7.8 / -7.5
HOMO-LUMO gap (spin up / spin down) (eV): 6.3 / 6.7
2S+1: 2
<S²>: 0.779


Question: Which formula does entry 2 have?
Answer: C7H17NO